DFT (the ωB97M-V functional and the def2-TZVPD basis) results for a 2-piece molecular cluster, C26H30N5 overall at a distorted geometry.

Bonds (Å) are listed after each position.
Cartesian coordinates (Å):
1 C -3.2680 -3.1295 2.1364  C2 1.470, H24 1.093, H25 1.103, H26 1.102
2 C -2.8518 -1.8348 2.6957  C1 1.470, N3 1.355, C11 1.423
3 N -3.7539 -0.8938 3.0651  C2 1.355, C4 1.452, C5 1.397
4 C -5.1936 -1.0572 2.9674  N3 1.452, H27 1.091, H28 1.097, H29 1.098
5 C -3.1072 0.2253 3.5952  N3 1.397, C6 1.417, C10 1.388
6 C -1.7166 -0.0451 3.5986  C5 1.417, C7 1.390, C11 1.464
7 C -0.8739 0.8653 4.2249  C6 1.390, C8 1.402, H30 1.087
8 C -1.4003 2.0862 4.6690  C7 1.402, C9 1.407, H31 1.092
9 C -2.7806 2.3509 4.6089  C8 1.407, C10 1.402, H32 1.089
10 C -3.6665 1.3930 4.0951  C5 1.388, C9 1.402, H33 1.088
11 C -1.5406 -1.3540 2.9665  C2 1.423, C6 1.464, C12 1.395
12 C -0.3590 -2.0597 2.7369  C11 1.395, C13 1.410, H34 1.091
13 C 0.9498 -1.5655 2.9141  C12 1.410, C14 1.419, C19 1.452
14 C 1.9891 -2.2144 3.6290  C13 1.419, C15 1.473, N16 1.359
15 C 1.9682 -3.5349 4.2806  C14 1.473, H35 1.095, H36 1.101, H37 1.102
16 N 3.0616 -1.3827 3.6914  C14 1.359, C17 1.451, C18 1.398
17 C 4.2918 -1.6904 4.3971  N16 1.451, H38 1.091, H39 1.098, H40 1.098
18 C 2.8123 -0.2059 2.9798  N16 1.398, C19 1.419, C23 1.388
19 C 1.4981 -0.3025 2.4540  C13 1.452, C18 1.419, C20 1.391
20 C 0.9801 0.7630 1.7249  C19 1.391, C21 1.400, H41 1.090
21 C 1.7544 1.9218 1.5891  C20 1.400, C22 1.410, H42 1.092
22 C 3.0337 2.0206 2.1740  C21 1.410, C23 1.401, H43 1.090
23 C 3.5839 0.9440 2.8827  C18 1.388, C22 1.401, H44 1.089
24 H -2.3566 -3.6945 1.9243  C1 1.093
25 H -3.8861 -3.7107 2.8405  C1 1.103
26 H -3.8375 -3.0139 1.2006  C1 1.102
27 H -5.6721 -0.1543 3.3492  C4 1.091
28 H -5.4946 -1.2158 1.9246  C4 1.097
29 H -5.5282 -1.9199 3.5587  C4 1.098
30 H 0.1773 0.6227 4.3574  C7 1.087
31 H -0.7269 2.8439 5.0740  C8 1.092
32 H -3.1633 3.3031 4.9743  C9 1.089
33 H -4.7448 1.5358 4.0643  C10 1.088
34 H -0.4605 -3.1138 2.4740  C12 1.091
35 H 0.9855 -3.9710 4.0725  C15 1.095
36 H 2.7444 -4.2026 3.8748  C15 1.101
37 H 2.1003 -3.4794 5.3732  C15 1.102
38 H 4.9694 -0.8409 4.2978  C17 1.091
39 H 4.0933 -1.8754 5.4610  C17 1.098
40 H 4.7624 -2.5855 3.9707  C17 1.098
41 H -0.0029 0.6662 1.2646  C20 1.090
42 H 1.3523 2.7723 1.0338  C21 1.092
43 H 3.5980 2.9472 2.0699  C22 1.090
44 H 4.5632 0.9820 3.3581  C23 1.089
45 C 1.3994 0.8345 -1.9800  C46 1.535, N52 1.489, H53 1.102, H54 1.101
46 C 1.0763 1.4596 -3.3444  C45 1.535, N47 1.439, H55 1.090, H56 1.096
47 N -0.1780 0.8232 -3.6460  C46 1.439, C48 1.436, C51 1.374
48 C -0.8563 0.6406 -4.8984  N47 1.436, C49 1.538, H57 1.093, H58 1.099
49 C -1.7860 -0.5506 -4.6115  C48 1.538, N50 1.449, H59 1.093, H60 1.095
50 N -1.3776 -0.9999 -3.2960  C49 1.449, C51 1.361, H61 1.013
51 C -0.3832 -0.2257 -2.7823  N47 1.374, N50 1.361, N52 1.312
52 N 0.4171 -0.2593 -1.7430  C45 1.489, C51 1.312
53 H 2.4207 0.4220 -1.9882  C45 1.102
54 H 1.3388 1.5924 -1.1834  C45 1.101
55 H 0.9639 2.5437 -3.3119  C46 1.090
56 H 1.8433 1.1897 -4.0793  C46 1.096
57 H -1.4218 1.5394 -5.1592  C48 1.093
58 H -0.1556 0.4176 -5.7151  C48 1.099
59 H -2.8241 -0.2084 -4.5874  C49 1.093
60 H -1.6797 -1.3327 -5.3711  C49 1.095
61 H -1.6611 -1.8626 -2.8471  N50 1.013

net charge = +1
highest occupied orbital energy = -0.356 Ha
Kohn-Sham gap = 5.65 eV